# 1
# C5H4N2OS

One molecule with the formula C5H4N2OS at a distorted geometry (ωB97M-V/def2-TZVPD, the Open Molecules 2025 dataset).

XYZ file:
```
13
Properties=species:S:1:pos:R:3:forces:R:3:nbo_charge:R:1
C -1.027 -0.569 -0.265 -1.135 -0.922 -2.277 -0.258
C 0.340 -0.611 -0.144 -1.545 2.707 0.960 -0.279
C -1.478 0.739 -0.008 -0.557 0.632 -0.177 -0.066
C 0.726 0.663 0.272 3.479 0.766 0.458 0.077
C 1.880 1.385 0.580 1.621 -3.169 -5.248 -0.072
N -0.362 1.440 0.361 -2.196 1.103 0.375 -0.485
N 1.607 2.734 0.823 -0.010 -0.156 2.933 -0.205
O 1.833 2.212 2.108 -0.804 3.600 1.890 -0.227
S -0.081 3.140 0.477 0.706 -0.929 0.042 0.593
H -1.447 -1.402 -0.892 -0.584 1.022 1.410 0.237
H 0.963 -1.385 -0.155 2.236 -3.156 -0.447 0.217
H -2.389 1.362 -0.076 0.329 -1.260 -0.101 0.223
H 2.969 1.173 0.436 -1.539 -0.237 0.180 0.244
```
Forces are in eV/Å.

Values from the calculation:
**Max |F|**: 0.1233 Eh/bohr
**2S+1**: 3
**E_HOMO (alpha / beta)**: -5.900 / -8.731 eV
**HOMO-LUMO gap (alpha / beta)**: 5.9 / 6.4 eV
**Energy relative to the best compared isomer or geometry (same formula, charge and spin)**: 2.9178 eV

# 2
# C5H4N4

One molecule with the formula C5H4N4 at a distorted geometry (ωB97M-V/def2-TZVPD, the Open Molecules 2025 dataset).

XYZ file:
```
13
Properties=species:S:1:pos:R:3:forces:R:3:nbo_charge:R:1
C -1.229 -1.506 0.882 0.227 -0.515 0.063 -0.660
C 0.450 0.670 -1.456 1.035 2.525 0.920 0.619
C -0.132 -0.667 0.339 -0.304 -0.413 -1.350 0.351
N -0.035 -0.434 -0.924 -1.440 -0.625 1.325 -0.443
N 0.998 1.041 -2.477 0.371 -0.693 0.862 -0.685
C 0.829 -0.177 1.284 0.560 0.204 0.538 0.176
C 0.040 2.029 -0.224 0.389 -1.152 -2.057 -0.006
N 1.661 0.009 2.058 -0.262 0.042 -0.211 -0.178
N -0.084 3.127 0.100 -0.140 0.292 0.461 -0.378
H 1.989 1.010 -2.683 -0.434 0.191 -0.569 0.438
H -1.875 -1.853 0.078 0.092 0.056 0.059 0.253
H -0.811 -2.355 1.436 -0.180 0.122 -0.005 0.252
H -1.801 -0.894 1.588 0.086 -0.033 -0.038 0.263
```
Forces are in eV/Å.

Values from the calculation:
**Max |F|**: 0.0560 Eh/bohr
**SMILES**: [H]/N=C(C#N)\N=C(\C)C#N
**E_HOMO**: -10.125 eV
**HOMO-LUMO gap**: 7.8 eV
**Energy relative to the best compared isomer or geometry (same formula, charge and spin)**: 4.9129 eV

# 3
# C5H4N4O

One molecule with the formula C5H4N4O at a distorted geometry (ωB97M-V/def2-TZVPD, the Open Molecules 2025 dataset).

XYZ file:
```
14
Properties=species:S:1:pos:R:3:forces:R:3:nbo_charge:R:1
C -1.906 -0.416 0.005 5.341 1.551 -0.224 -0.265
C -1.367 -1.710 0.025 -1.888 2.747 -0.033 -0.036
C -1.175 0.860 -0.081 -2.067 -0.204 -0.248 0.004
C 2.397 0.455 0.006 0.834 2.791 -0.500 0.557
C 1.286 1.532 -0.022 -1.677 -2.535 0.922 -0.068
N 0.132 0.949 -0.017 -0.668 -0.297 -0.378 -0.319
N 1.936 -0.853 -0.137 -0.544 -1.971 -0.555 -0.197
N 0.767 -1.181 0.045 -0.343 2.134 1.222 0.218
N -0.099 -2.119 0.011 2.277 0.847 -0.624 -0.200
O 3.544 0.843 0.066 -0.427 -1.230 0.229 -0.544
H -2.900 -0.224 -0.057 -2.932 -0.252 -0.055 0.213
H -2.170 -2.387 -0.038 -0.070 -1.718 0.175 0.212
H -1.896 1.768 -0.309 1.899 -1.459 0.401 0.193
H 1.449 2.483 0.503 0.267 -0.405 -0.332 0.232
```
Forces are in eV/Å.

Values from the calculation:
**Max |F|**: 0.1082 Eh/bohr
**SMILES**: O=C1/C=N/C=C\C=N/N=N/1
**E_HOMO (alpha / beta)**: -8.139 / -8.101 eV
**HOMO-LUMO gap (alpha / beta)**: 6.6 / 6.7 eV
**Energy relative to the best compared isomer or geometry (same formula, charge and spin)**: 5.7246 eV

# 4
# C5H4NO

An isolated ion of composition C5H4NO and charge +1 at a distorted geometry (ωB97M-V/def2-TZVPD, the Open Molecules 2025 dataset).

XYZ file:
```
11
Properties=species:S:1:pos:R:3:forces:R:3:nbo_charge:R:1
C -0.086 -1.563 0.018 -3.541 0.832 -0.034 0.306
C -1.241 -1.084 -0.021 2.204 -2.761 0.049 0.168
C 0.768 0.563 -0.004 0.026 0.084 0.015 -0.003
C -0.505 1.020 -0.043 0.568 1.308 -0.014 -0.060
C 1.173 -0.889 0.039 0.505 0.141 -0.064 -0.593
N -1.617 0.176 -0.029 -6.957 3.221 0.459 0.112
O -2.937 0.710 0.027 7.388 -3.051 -0.387 -0.185
H 1.583 1.276 -0.004 -0.076 0.191 -0.011 0.275
H -0.762 2.074 -0.068 0.017 -0.137 0.005 0.290
H 1.809 -1.132 0.904 -0.098 0.094 0.028 0.344
H 1.813 -1.150 -0.819 -0.035 0.079 -0.046 0.347
```
Forces are in eV/Å.

Values from the calculation:
**Max |F|**: 0.1556 Eh/bohr
**Charge**: +1
**SMILES**: O=[N+]1C#CCC=C1
**E_HOMO (alpha / beta)**: -16.136 / -16.140 eV
**HOMO-LUMO gap (alpha / beta)**: 7.8 / 7.8 eV
**Energy relative to the best compared isomer or geometry (same formula, charge and spin)**: 5.6932 eV

# 5
# C5H4NO2

A 2-piece molecular cluster, C5H4NO2 overall at a distorted geometry (ωB97M-V/def2-TZVPD, the Open Molecules 2025 dataset).

XYZ file:
```
12
Properties=species:S:1:pos:R:3:forces:R:3:nbo_charge:R:1
C 1.602 2.213 0.318 -1.389 -3.174 -0.684 -0.053
C 0.994 -1.642 0.046 2.196 1.084 -0.106 0.716
C -0.851 -0.075 -0.922 -0.966 -0.937 1.250 -0.518
C -1.134 0.204 0.554 1.459 1.856 0.917 -0.502
C 0.247 -0.275 0.103 -2.298 0.434 -0.603 0.331
N 1.947 3.278 0.560 0.700 2.100 0.470 -0.670
O 0.142 -2.434 0.462 -0.259 -0.026 -0.092 -0.639
O 2.125 -1.665 -0.427 -0.979 -0.609 0.442 -0.656
H -1.396 -0.955 -1.307 0.924 0.074 0.289 0.234
H -0.797 0.647 -1.698 0.216 1.147 0.048 0.252
H -1.314 1.204 1.074 0.839 -1.012 -1.502 0.260
H -1.565 -0.499 1.237 -0.442 -0.938 -0.428 0.245
```
Forces are in eV/Å.

Values from the calculation:
**Max |F|**: 0.0687 Eh/bohr
**Charge**: -1
**E_HOMO (alpha / beta)**: -5.531 / -5.531 eV
**HOMO-LUMO gap (alpha / beta)**: 7.7 / 7.7 eV
**Energy relative to the best compared isomer or geometry (same formula, charge and spin)**: 4.1463 eV

# 6
# C5H4NO5Zn

C5H4NO5Zn as an isolated structure at a distorted geometry (ωB97M-V/def2-TZVPD, the Open Molecules 2025 dataset).

XYZ file:
```
16
Properties=species:S:1:pos:R:3:forces:R:3:nbo_charge:R:1
O -3.224 -0.734 0.226 0.466 0.480 -0.119 -0.528
C -2.110 -0.569 -0.179 0.686 -0.906 0.449 -0.077
Zn 0.080 0.491 0.253 -2.223 -0.288 0.530 1.441
C 0.899 -1.111 1.264 2.295 -2.181 2.422 0.373
O 1.473 -1.875 1.892 -1.964 1.958 -1.918 -0.348
C 0.116 0.055 -1.745 2.260 -0.447 -4.970 0.376
O 0.647 0.077 -2.770 -1.973 0.004 3.404 -0.379
C -1.472 1.734 1.055 -0.644 4.110 2.948 0.379
O -2.082 2.516 1.647 1.195 -3.175 -2.289 -0.381
C -0.267 -3.062 -0.871 0.640 -2.018 -0.198 0.461
O -0.118 -4.166 -1.100 -0.412 1.875 0.305 -0.445
H -1.763 -1.266 -1.058 -0.261 0.581 -0.446 0.036
N 1.741 1.809 0.344 0.152 -0.065 -0.006 -1.179
H 1.551 2.645 -0.226 0.299 -0.343 0.349 0.424
H 2.575 1.334 -0.044 -0.469 0.596 0.358 0.420
H 1.953 2.120 1.310 -0.046 -0.181 -0.820 0.428
```
Forces are in eV/Å.

Values from the calculation:
**Max |F|**: 0.1065 Eh/bohr
**Charge**: +1
**E_HOMO (alpha / beta)**: -10.416 / -10.418 eV
**HOMO-LUMO gap (alpha / beta)**: 5.5 / 5.5 eV
**Energy relative to the best compared isomer or geometry (same formula, charge and spin)**: 0.0000 eV

# 7
# C5H4NS2

C5H4NS2 as an isolated structure at a distorted geometry (ωB97M-V/def2-TZVPD, the Open Molecules 2025 dataset).

XYZ file:
```
12
Properties=species:S:1:pos:R:3:forces:R:3:nbo_charge:R:1
C 1.450 -0.131 -0.493 0.685 1.123 1.725 -0.234
C 0.830 -0.799 -1.486 -0.448 0.017 -0.236 -0.668
C 1.015 0.585 0.586 1.317 0.158 -0.620 -0.129
C -1.458 -1.719 -0.511 -1.507 -0.645 0.821 -0.478
C -0.011 1.151 1.286 -1.493 -2.992 -0.663 0.007
N -0.183 2.299 1.792 0.404 1.926 1.048 -0.799
S -3.036 -1.923 -0.343 -0.515 -0.536 0.734 -0.020
S -0.834 -0.851 -1.708 0.308 0.986 -1.488 0.468
H 2.532 -0.202 -0.580 0.308 0.092 0.043 0.196
H 1.385 -1.080 -2.311 1.051 -0.849 -1.513 0.196
H -0.755 0.251 1.303 0.124 1.249 0.692 0.140
H -0.936 2.417 2.464 -0.233 -0.529 -0.543 0.321
```
Forces are in eV/Å.

Values from the calculation:
**Max |F|**: 0.0663 Eh/bohr
**Charge**: -1
**E_HOMO (alpha / beta)**: -2.779 / -2.519 eV
**HOMO-LUMO gap (alpha / beta)**: 5.3 / 5.7 eV
**Energy relative to the best compared isomer or geometry (same formula, charge and spin)**: 5.4268 eV

# 8
# C5H4O

One molecule with the formula C5H4O at a distorted geometry (ωB97M-V/def2-TZVPD, the Open Molecules 2025 dataset).

XYZ file:
```
10
Properties=species:S:1:pos:R:3:forces:R:3:nbo_charge:R:1
C -0.809 0.823 -0.080 4.405 -3.814 0.838 -0.059
C -1.025 -0.680 -0.071 -0.845 1.179 0.061 -0.297
C 0.486 1.159 0.093 -2.185 -0.824 -0.404 -0.377
C 0.094 -1.360 0.085 1.065 3.973 -0.103 -0.247
C 1.364 0.022 0.085 -4.181 -3.800 -0.097 0.613
O 2.478 -0.244 -0.087 2.626 0.424 -0.024 -0.473
H -1.602 1.410 -0.178 -2.956 2.774 -0.374 0.197
H -2.101 -0.892 -0.133 0.631 -0.908 -0.052 0.210
H 0.777 2.131 0.150 1.179 2.570 0.099 0.225
H 0.338 -2.369 0.136 0.261 -1.575 0.054 0.207
```
Forces are in eV/Å.

Values from the calculation:
**Max |F|**: 0.1145 Eh/bohr
**SMILES**: O=C1C=CC=C1
**E_HOMO**: -9.297 eV
**HOMO-LUMO gap**: 8.8 eV
**Energy relative to the best compared isomer or geometry (same formula, charge and spin)**: 1.4427 eV

# 9
# C5H4O2

One molecule with the formula C5H4O2 at a distorted geometry (ωB97M-V/def2-TZVPD, the Open Molecules 2025 dataset).

XYZ file:
```
11
Properties=species:S:1:pos:R:3:forces:R:3:nbo_charge:R:1
O 1.816 -0.878 -0.943 0.383 -0.966 0.795 -0.539
C 1.124 -0.692 0.017 0.427 -0.384 -0.326 0.748
O 0.076 -1.575 0.308 0.038 -0.034 -0.025 -0.488
C -1.139 -1.001 0.146 -0.077 0.259 -0.042 0.197
C -1.211 0.320 -0.077 0.103 -0.116 -0.124 -0.384
C 0.022 1.093 0.022 -0.191 0.112 -0.085 -0.123
C 1.117 0.609 0.671 0.062 0.000 -0.733 -0.315
H -1.952 -1.721 0.150 0.128 0.216 0.119 0.207
H -2.143 0.827 -0.290 0.070 -0.180 -0.105 0.239
H 0.249 1.839 -0.731 -0.760 1.329 0.793 0.230
H 2.043 1.178 0.726 -0.182 -0.236 -0.266 0.226
```
Forces are in eV/Å.

Values from the calculation:
**Max |F|**: 0.0335 Eh/bohr
**SMILES**: O=c1cccco1
**E_HOMO**: -9.153 eV
**HOMO-LUMO gap**: 9.0 eV
**Energy relative to the best compared isomer or geometry (same formula, charge and spin)**: 2.2762 eV

Question: energy relative to the best compared isomer or geometry (same formula, charge and spin) of number 3 (C5H4N4O)?
Answer: 5.7246 eV

Please write out number 4 again, unchanged.
# C5H4NO

An isolated ion of composition C5H4NO and charge +1 at a distorted geometry (ωB97M-V/def2-TZVPD, the Open Molecules 2025 dataset).

XYZ file:
```
11
Properties=species:S:1:pos:R:3:forces:R:3:nbo_charge:R:1
C -0.086 -1.563 0.018 -3.541 0.832 -0.034 0.306
C -1.241 -1.084 -0.021 2.204 -2.761 0.049 0.168
C 0.768 0.563 -0.004 0.026 0.084 0.015 -0.003
C -0.505 1.020 -0.043 0.568 1.308 -0.014 -0.060
C 1.173 -0.889 0.039 0.505 0.141 -0.064 -0.593
N -1.617 0.176 -0.029 -6.957 3.221 0.459 0.112
O -2.937 0.710 0.027 7.388 -3.051 -0.387 -0.185
H 1.583 1.276 -0.004 -0.076 0.191 -0.011 0.275
H -0.762 2.074 -0.068 0.017 -0.137 0.005 0.290
H 1.809 -1.132 0.904 -0.098 0.094 0.028 0.344
H 1.813 -1.150 -0.819 -0.035 0.079 -0.046 0.347
```
Forces are in eV/Å.

Values from the calculation:
**Max |F|**: 0.1556 Eh/bohr
**Charge**: +1
**SMILES**: O=[N+]1C#CCC=C1
**E_HOMO (alpha / beta)**: -16.136 / -16.140 eV
**HOMO-LUMO gap (alpha / beta)**: 7.8 / 7.8 eV
**Energy relative to the best compared isomer or geometry (same formula, charge and spin)**: 5.6932 eV

Question: Which of these has the lowest max |F|?
Answer: C5H4O2

Question: energy relative to the best compared isomer or geometry (same formula, charge and spin) of number 4 (C5H4NO)?
Answer: 5.6932 eV